No. 1
Formula: C5H9NO
Source: OMol25
Level of theory: ωB97M-V/def2-TZVPD

```
! wB97M-V def2-TZVPD RIJCOSX def2/J DEFGRID3
* xyz 0 1
C -1.5849 -1.2066 -0.2576
C -0.5146 -0.1882 -0.6095
C -0.7586 1.2802 -0.1646
C 0.7154 1.3988 0.3168
C 0.8026 -0.1028 0.1136
N 1.5861 -1.0786 0.2608
O 2.8078 -0.7685 0.8337
H -2.4730 -0.9830 -0.8594
H -1.8731 -1.1584 0.7985
H -1.2700 -2.2299 -0.4845
H -0.2464 -0.3179 -1.6664
H -1.1156 1.9986 -0.9058
H -1.4412 1.2856 0.6920
H 0.8814 1.7773 1.3306
H 1.3605 1.9611 -0.3681
H 3.1236 -1.6676 0.9698
*
```

As for the HOMO-LUMO gap: 10.5 eV. The calculation puts the largest force on an atom at 0.64 eV Å⁻¹. The value obtained for the energy relative to the best compared isomer or geometry (same formula, charge and spin) is 70.31 kcal/mol. The value obtained for the total energy is -325.8255 hartree. As for the LUMO energy: 0.0399 Ha.

Atomic partial charges in e from the Mulliken method, atoms 1 to 4: atom 1 (C): -1.423, atom 2 (C): 0.444, atom 3 (C): -0.702, atom 4 (C): -0.386

No. 2
Formula: C2H2F2LiORh
Source: OMol25
Level of theory: ωB97M-V/def2-TZVPD

```
! wB97M-V def2-TZVPD RIJCOSX def2/J DEFGRID3
* xyz 3 6
F 3.1277 0.2885 -0.0564
O 0.3470 0.1569 0.1553
Rh 1.8022 1.4832 0.1551
Li 2.7501 -1.4381 -0.1362
C -0.7733 -0.0669 -0.4806
C -1.9634 -0.0748 0.1707
H -1.5163 -1.2550 -0.5080
F -1.5552 1.4175 -0.4335
H -2.2188 -0.5114 1.1335
*
```

As for the HOMO-LUMO gap (spin up / spin down): 7.4 / 7.1 eV. The calculation puts the largest force on an atom at 5.18 eV Å⁻¹. The value obtained for the energy relative to the best compared isomer or geometry (same formula, charge and spin) is 87.38 kcal/mol. The value obtained for the total energy is -468.6753 hartree. As for the LUMO energy (spin up / spin down): -0.6587 / -0.6960 Ha.

Atomic partial charges in e from the Mulliken method, atoms 1 to 4: atom 1 (F): -0.636, atom 2 (O): -0.468, atom 3 (Rh): 1.739, atom 4 (Li): 0.947

No. 3
Formula: C4H22N2O8
Source: OMol25
Level of theory: ωB97M-V/def2-TZVPD

```
! wB97M-V def2-TZVPD RIJCOSX def2/J DEFGRID3
* xyz 0 1
O -0.0177 -0.6092 -0.2012
C -0.9225 -0.7273 0.6147
N -0.6750 -0.8719 1.9629
C -1.7531 -1.1784 3.0482
C -2.3671 -0.4494 0.0995
N -2.3828 0.2939 -1.2286
C -2.2133 -0.4353 -2.4713
O -0.9757 -0.9217 -2.7202
H 0.2721 -0.8603 2.2946
H -2.6922 -0.9803 2.6332
H -1.5429 -2.3042 3.1870
H -1.5569 -0.6844 3.9972
H -3.0930 0.0915 0.7155
H -2.7711 -1.4492 0.1070
H -1.6979 1.1404 -1.3591
H -2.8391 -1.3275 -2.3730
H -2.2322 0.2198 -3.4082
H -0.4094 -0.9919 -1.8547
H -0.6298 3.2961 0.3333
H 0.0413 2.6744 -0.8612
O -0.6842 2.5469 -0.2655
H 1.7078 2.5910 -1.8634
H 1.7724 3.2686 -0.5565
O 1.6068 3.4508 -1.4251
H 2.1558 -2.3759 -0.3022
H 1.9385 -1.5400 1.0137
O 2.5605 -2.3217 0.7272
H 2.7930 -0.9735 3.6260
H 2.3289 0.4603 3.6682
O 2.1414 -0.2753 3.2492
H 1.5321 0.0781 -0.5059
H 3.0690 0.0016 0.2705
O 2.4789 0.4075 -0.5248
H 1.0005 -0.0664 -3.5620
H 2.2237 0.3090 -2.5924
O 1.8332 0.5136 -3.4725
*
```

As for the HOMO-LUMO gap: 9.0 eV. The calculation puts the largest force on an atom at 8.17 eV Å⁻¹. The value obtained for the energy relative to the best compared isomer or geometry (same formula, charge and spin) is 83.44 kcal/mol. The value obtained for the total energy is -876.9457 hartree. As for the LUMO energy: -0.0028 Ha.

Atomic partial charges in e from the Mulliken method, atoms 1 to 4: atom 1 (O): -0.494, atom 2 (C): 0.949, atom 3 (N): -0.154, atom 4 (C): -0.918

No. 4
Formula: C5H15N3
Source: OMol25
Level of theory: ωB97M-V/def2-TZVPD

```
! wB97M-V def2-TZVPD RIJCOSX def2/J DEFGRID3
* xyz 0 1
C 0.2796 -0.4227 0.5073
C -1.5436 -0.3600 0.5852
C 0.5557 0.6666 -0.4580
C 2.2413 0.6967 -0.7461
C -2.3099 0.9287 0.3336
N 0.6238 -1.7410 0.0709
N -2.0510 -1.4475 -0.2717
N 2.9839 0.9362 0.4766
H 0.6890 -0.2120 1.4978
H -1.7175 -0.6746 1.6204
H 0.1263 -1.9338 -0.8055
H 0.2318 -2.4277 0.7153
H -2.0313 -1.1514 -1.2460
H -3.0304 -1.6432 -0.0604
H 3.8225 1.4723 0.2657
H 3.2835 0.0426 0.8723
H 0.3722 1.6529 -0.0300
H 0.0616 0.5410 -1.4217
H 2.5698 -0.2308 -1.2201
H 2.3954 1.5020 -1.4719
H -1.9406 1.7374 0.9713
H -3.3866 0.8103 0.5247
H -2.2257 1.2580 -0.7096
*
```

As for the HOMO-LUMO gap: 9.4 eV. The calculation puts the largest force on an atom at 4.60 eV Å⁻¹. The value obtained for the energy relative to the best compared isomer or geometry (same formula, charge and spin) is 39.56 kcal/mol. The value obtained for the total energy is -363.7241 hartree. As for the LUMO energy: 0.0400 Ha.

Atomic partial charges in e from the Mulliken method, atoms 1 to 4: atom 1 (C): -0.200, atom 2 (C): 0.140, atom 3 (C): -0.726, atom 4 (C): -0.643

Copy entry 3 word for word.
Formula: C4H22N2O8
Source: OMol25
Level of theory: ωB97M-V/def2-TZVPD

```
! wB97M-V def2-TZVPD RIJCOSX def2/J DEFGRID3
* xyz 0 1
O -0.0177 -0.6092 -0.2012
C -0.9225 -0.7273 0.6147
N -0.6750 -0.8719 1.9629
C -1.7531 -1.1784 3.0482
C -2.3671 -0.4494 0.0995
N -2.3828 0.2939 -1.2286
C -2.2133 -0.4353 -2.4713
O -0.9757 -0.9217 -2.7202
H 0.2721 -0.8603 2.2946
H -2.6922 -0.9803 2.6332
H -1.5429 -2.3042 3.1870
H -1.5569 -0.6844 3.9972
H -3.0930 0.0915 0.7155
H -2.7711 -1.4492 0.1070
H -1.6979 1.1404 -1.3591
H -2.8391 -1.3275 -2.3730
H -2.2322 0.2198 -3.4082
H -0.4094 -0.9919 -1.8547
H -0.6298 3.2961 0.3333
H 0.0413 2.6744 -0.8612
O -0.6842 2.5469 -0.2655
H 1.7078 2.5910 -1.8634
H 1.7724 3.2686 -0.5565
O 1.6068 3.4508 -1.4251
H 2.1558 -2.3759 -0.3022
H 1.9385 -1.5400 1.0137
O 2.5605 -2.3217 0.7272
H 2.7930 -0.9735 3.6260
H 2.3289 0.4603 3.6682
O 2.1414 -0.2753 3.2492
H 1.5321 0.0781 -0.5059
H 3.0690 0.0016 0.2705
O 2.4789 0.4075 -0.5248
H 1.0005 -0.0664 -3.5620
H 2.2237 0.3090 -2.5924
O 1.8332 0.5136 -3.4725
*
```

As for the HOMO-LUMO gap: 9.0 eV. The calculation puts the largest force on an atom at 8.17 eV Å⁻¹. The value obtained for the energy relative to the best compared isomer or geometry (same formula, charge and spin) is 83.44 kcal/mol. The value obtained for the total energy is -876.9457 hartree. As for the LUMO energy: -0.0028 Ha.

Atomic partial charges in e from the Mulliken method, atoms 1 to 4: atom 1 (O): -0.494, atom 2 (C): 0.949, atom 3 (N): -0.154, atom 4 (C): -0.918

- Which formula does entry 4 have?
  C5H15N3

- Which of these has the highest energy relative to the best compared isomer or geometry (same formula, charge and spin)?
  C2H2F2LiORh